Entry 1:
Below is C9H18Cl3FeO3 as an isolated structure, with properties calculated with the ωB97M-V functional and the def2-TZVPD basis.

For the highest occupied orbital energy (alpha / beta), the calculation gives -9.301 / -9.034 eV. Its spin multiplicity is 6. For the calculated total energy, the calculation gives -87724.925 eV. Its frontier orbital gap (alpha / beta) is 0.350 / 0.299 Ha. Its largest force on an atom is 0.0236 Eh/bohr. Its net charge is 0. The value obtained for the energy relative to the best compared isomer or geometry (same formula, charge and spin) is 0.0000 eV.

CARTESIAN COORDINATES (ANGSTROEM)
Fe -0.798 -1.358 1.191
Cl -0.919 -0.808 3.434
Cl 0.508 -3.245 1.201
Cl -2.826 -2.213 0.518
C 0.411 -2.859 -2.481
C -0.002 -1.473 -2.112
O -0.403 -1.221 -1.002
C -0.032 -0.427 -3.210
H 0.120 -3.576 -1.721
H 1.507 -2.834 -2.551
H 0.032 -3.134 -3.465
H 0.211 0.560 -2.824
H -1.031 -0.415 -3.644
H 0.693 -0.699 -3.980
C 3.301 -0.752 0.736
C 2.197 0.136 1.181
O 1.046 -0.217 1.051
C 2.530 1.483 1.721
H 3.085 -1.808 0.890
H 4.281 -0.484 1.132
H 3.437 -0.660 -0.352
H 2.872 2.159 0.936
H 3.314 1.395 2.479
H 1.688 1.948 2.232
C -2.347 2.289 2.129
C -2.210 1.542 0.831
O -1.563 0.522 0.783
C -2.881 2.076 -0.409
H -1.785 1.732 2.877
H -3.394 2.351 2.427
H -1.938 3.299 2.060
H -3.176 1.264 -1.066
H -2.185 2.763 -0.896
H -3.743 2.665 -0.093

Entry 2:
Below is C24H33BN9O2SSiZn as an isolated structure, with properties calculated with the ωB97M-V functional and the def2-TZVPD basis.

For the highest occupied orbital energy (alpha / beta), the calculation gives -6.773 / -7.397 eV. Its spin multiplicity is 2. For the calculated total energy, the calculation gives -110736.505 eV. Its frontier orbital gap (alpha / beta) is 0.267 / 0.273 Ha. Its largest force on an atom is 0.0593 Eh/bohr. Its net charge is 0. The value obtained for the energy relative to the best compared isomer or geometry (same formula, charge and spin) is 1.4928 eV.

CARTESIAN COORDINATES (ANGSTROEM)
Zn -1.140 1.547 -0.145
C 0.492 3.246 -2.820
C 0.811 1.786 -2.539
C 1.489 0.748 -3.333
C 1.666 -0.324 -2.429
N 1.163 -0.015 -1.168
N 0.602 1.308 -1.329
B 1.889 -0.527 0.111
N 1.407 0.262 1.371
C 1.765 -0.053 2.680
C 0.962 0.665 3.556
C 0.126 1.444 2.770
C -0.981 2.312 3.270
N 0.451 1.332 1.448
N 3.514 -0.512 0.014
C 4.380 0.354 -0.646
C 5.538 0.414 0.054
C 5.320 -0.442 1.239
C 6.315 -0.810 2.264
N 4.113 -0.962 1.175
N 1.793 -2.115 0.326
C 2.609 -3.197 0.276
C 1.893 -4.356 -0.095
C 0.554 -4.033 -0.204
C -0.654 -4.852 -0.527
N 0.411 -2.612 0.065
H 1.418 3.738 -3.281
H -0.394 3.309 -3.486
H 0.237 3.756 -1.896
H 1.837 0.748 -4.363
H 2.170 -1.245 -2.667
H 2.464 -0.925 2.795
H 1.024 0.774 4.627
H -1.047 2.230 4.398
H -0.734 3.325 2.950
H -1.951 2.060 2.759
H 4.145 0.742 -1.622
H 6.367 1.081 -0.203
H 6.195 -0.140 3.105
H 6.183 -1.916 2.640
H 7.356 -0.560 1.910
H 3.693 -3.204 0.488
H 2.402 -5.327 -0.214
H -1.158 -5.323 0.378
H -1.409 -4.220 -0.930
H -0.528 -5.645 -1.313
O -2.278 2.069 -1.794
N -3.338 2.877 -1.596
C -4.448 2.655 -2.300
C -5.585 3.518 -2.167
C -5.482 4.578 -1.318
C -4.278 4.812 -0.611
C -3.209 3.892 -0.658
S -1.868 4.044 0.366
H -4.476 1.852 -3.010
H -6.444 3.229 -2.752
H -6.220 5.376 -1.196
H -4.234 5.598 0.086
C -2.731 -1.805 -1.445
Si -2.367 -1.555 0.462
C -0.708 -2.282 1.089
C -3.617 -2.374 1.655
O -2.374 0.061 0.501
H -3.849 -1.943 -1.479
H -2.189 -2.635 -1.901
H -2.421 -0.882 -1.906
H -0.932 -3.312 1.461
H -0.296 -1.760 1.937
H 0.148 -2.191 -0.840
H -4.439 -1.751 1.990
H -2.959 -2.657 2.543
H -4.161 -3.279 1.422

Entry 3:
Below is C33H38N6P2PtS2 as an isolated structure, with properties calculated with the ωB97M-V functional and the def2-TZVPD basis.

For the highest occupied orbital energy, the calculation gives -12.383 eV. Its spin multiplicity is 1. For the calculated total energy, the calculation gives -87263.005 eV. Its frontier orbital gap is 0.235 Ha. Its largest force on an atom is 0.0234 Eh/bohr. Its net charge is +2. The value obtained for the energy relative to the best compared isomer or geometry (same formula, charge and spin) is 1.4393 eV.

CARTESIAN COORDINATES (ANGSTROEM)
Pt -0.214 1.785 0.171
C 0.689 -6.714 0.581
S 1.798 -5.656 -0.362
C 1.380 -4.066 0.382
C 2.279 -2.985 -0.203
C 2.074 -1.637 0.466
N 0.723 -1.086 0.129
P 0.595 0.039 -1.208
C -0.287 -0.802 -2.533
C -0.457 -2.185 -2.522
C -1.070 -2.819 -3.593
C -1.515 -2.073 -4.675
C -1.332 -0.696 -4.698
C -0.713 -0.061 -3.633
C 2.233 0.330 -1.893
C 2.971 1.453 -1.523
C 4.222 1.680 -2.075
C 4.739 0.789 -3.004
C 4.003 -0.324 -3.391
C 2.749 -0.550 -2.849
P -0.092 -0.124 1.280
C 0.208 -0.752 2.918
C 0.982 -0.070 3.853
C 1.214 -0.645 5.093
C 0.677 -1.891 5.386
C -0.097 -2.568 4.451
C -0.341 -2.003 3.211
C -1.852 -0.268 0.886
C -2.453 -1.193 0.031
C -3.798 -1.083 -0.276
C -4.566 -0.062 0.272
C -3.999 0.831 1.168
C -2.653 0.722 1.486
H 0.943 -7.745 0.341
H -0.356 -6.546 0.321
H 0.835 -6.570 1.651
H 1.510 -4.114 1.467
H 0.328 -3.836 0.183
H 2.095 -2.888 -1.277
H 3.326 -3.279 -0.098
H 2.851 -0.926 0.186
H 2.119 -1.759 1.549
H -0.110 -2.768 -1.677
H -1.189 -3.894 -3.585
H -1.995 -2.565 -5.511
H -1.663 -0.121 -5.553
H -0.532 1.007 -3.683
H 2.572 2.157 -0.804
H 4.786 2.557 -1.789
H 5.714 0.966 -3.438
H 4.400 -1.010 -4.126
H 2.176 -1.406 -3.183
H 1.406 0.897 3.609
H 1.814 -0.127 5.829
H 0.860 -2.340 6.353
H -0.518 -3.535 4.692
H -0.949 -2.528 2.484
H -1.866 -1.999 -0.388
H -4.253 -1.804 -0.943
H -5.617 0.013 0.025
H -4.607 1.590 1.642
H -2.237 1.359 2.260
N -2.372 6.689 -0.753
C -2.269 5.406 -1.157
C -1.319 4.534 -0.588
N -1.218 3.275 -1.003
C -2.050 2.856 -1.973
C -2.991 3.725 -2.492
N -3.115 4.981 -2.095
H -1.697 7.111 -0.144
H -3.029 7.284 -1.231
H -0.626 4.855 0.178
H -1.958 1.835 -2.304
H -3.676 3.380 -3.258
N 1.855 4.049 3.749
C 0.864 3.623 2.975
N -0.349 3.471 3.506
S 1.204 3.296 1.327
H 1.710 4.348 4.701
H 2.774 4.163 3.354
H -0.560 3.764 4.447
H -1.117 3.252 2.897

Entry 4:
Below is one molecule with the formula C4H8O3, with properties calculated with the ωB97M-V functional and the def2-TZVPD basis.

For the highest occupied orbital energy, the calculation gives -9.217 eV. Its spin multiplicity is 1. For the calculated total energy, the calculation gives -10417.006 eV. Its frontier orbital gap is 0.361 Ha. Its largest force on an atom is 0.0104 Eh/bohr. Its net charge is 0. The value obtained for the energy relative to the best compared isomer or geometry (same formula, charge and spin) is 3.9974 eV.

CARTESIAN COORDINATES (ANGSTROEM)
O -2.872 -0.228 -0.343
C -1.869 -1.193 -0.213
C -0.444 -0.774 -0.386
C 1.730 0.443 0.675
O 2.398 -0.588 0.006
C 0.804 1.232 -0.235
O -0.452 0.532 -0.442
H -2.425 0.628 -0.394
H -1.812 -1.582 0.825
H -2.100 -2.063 -0.834
H 2.481 1.120 1.091
H 1.124 0.063 1.514
H 1.680 -1.187 -0.275
H 1.266 1.420 -1.207
H 0.492 2.177 0.217

Entry 5:
Below is one molecule with the formula C5H11NO, with properties calculated with the ωB97M-V functional and the def2-TZVPD basis.

For the highest occupied orbital energy, the calculation gives -8.288 eV. Its spin multiplicity is 1. For the calculated total energy, the calculation gives -8899.098 eV. Its frontier orbital gap is 0.342 Ha. Its largest force on an atom is 0.0137 Eh/bohr. Its net charge is 0. The value obtained for the energy relative to the best compared isomer or geometry (same formula, charge and spin) is 2.5991 eV.

CARTESIAN COORDINATES (ANGSTROEM)
C 1.757 1.671 0.160
C 0.672 1.102 1.071
C -0.740 1.201 0.494
N -0.960 0.521 -0.779
C -1.263 -0.733 -1.081
O -1.195 -1.538 -0.005
C -1.139 -2.866 -0.535
H 2.737 1.636 0.648
H 1.828 1.103 -0.774
H 1.553 2.718 -0.095
H 0.888 0.056 1.314
H 0.665 1.654 2.021
H -1.465 0.810 1.214
H -0.986 2.251 0.305
H -0.953 1.083 -1.613
H -0.576 -3.476 0.168
H -0.625 -2.832 -1.500
H -2.149 -3.248 -0.701

Entry 6:
Below is C35H50N2OP3Tm as an isolated structure, with properties calculated with the ωB97M-V functional and the def2-TZVPD basis.

For the highest occupied orbital energy (alpha / beta), the calculation gives -13.255 / -13.264 eV. Its spin multiplicity is 3. For the calculated total energy, the calculation gives -99520.612 eV. Its frontier orbital gap (alpha / beta) is 0.276 / 0.276 Ha. Its largest force on an atom is 0.0181 Eh/bohr. Its net charge is +2. The value obtained for the energy relative to the best compared isomer or geometry (same formula, charge and spin) is 0.0611 eV.

CARTESIAN COORDINATES (ANGSTROEM)
Tm -0.235 0.780 0.109
C 2.708 3.481 1.930
P 1.540 3.017 0.615
C 2.449 3.440 -0.906
C 0.192 4.215 0.636
C 0.228 5.353 1.355
C -0.863 6.262 1.586
C -2.166 5.915 1.648
C -2.682 4.583 1.484
C -2.157 3.599 0.728
P -2.833 1.918 0.713
C -4.018 1.799 2.085
C -3.919 1.978 -0.755
H 3.089 4.496 1.808
H 3.560 2.800 1.889
H 2.244 3.400 2.912
H 2.745 4.492 -0.875
H 1.804 3.285 -1.770
H 3.347 2.830 -1.008
H 1.154 5.628 1.849
H -0.596 7.274 1.863
H -2.871 6.669 1.971
H -3.582 4.375 2.051
H -4.823 2.530 2.004
H -3.517 1.929 3.044
H -4.463 0.805 2.064
H -4.482 2.913 -0.730
H -4.628 1.151 -0.749
H -3.329 1.946 -1.670
N 1.525 -0.139 1.578
C 2.801 -0.191 0.884
C 3.968 -0.426 1.565
C 5.207 -0.483 0.896
C 5.268 -0.307 -0.457
C 4.088 -0.056 -1.194
C 4.101 0.162 -2.593
C 2.937 0.431 -3.255
C 1.744 0.471 -2.510
N 1.690 0.269 -1.211
C 2.845 0.005 -0.525
H 1.268 -1.087 1.867
H 1.641 0.403 2.433
H 3.935 -0.576 2.637
H 6.106 -0.670 1.465
H 6.213 -0.352 -0.979
H 5.043 0.121 -3.121
H 2.909 0.612 -4.317
H 0.804 0.696 -3.007
C -1.283 4.763 -1.362
C -0.989 3.796 -0.228
O -0.680 2.518 -0.803
H -2.117 4.387 -1.951
H -0.408 4.844 -2.005
H -1.535 5.755 -0.996
C 1.487 -3.325 -1.910
C -0.046 -3.388 -1.812
C -0.431 -4.870 -1.721
C -0.633 -2.769 -3.080
P -0.607 -2.418 -0.307
C -0.002 -3.469 1.065
C 1.359 -3.370 1.376
C 1.936 -4.155 2.363
C 1.157 -5.054 3.071
C -0.189 -5.175 2.769
C -0.761 -4.399 1.774
C -2.477 -2.344 -0.256
C -3.276 -3.606 -0.609
C -2.869 -1.879 1.155
C -2.895 -1.249 -1.251
H 1.783 -3.829 -2.829
H 1.974 -3.848 -1.089
H 1.862 -2.307 -1.955
H -0.091 -5.376 -2.625
H -1.505 -5.034 -1.640
H 0.054 -5.351 -0.875
H -0.105 -3.174 -3.943
H -0.519 -1.681 -3.110
H -1.686 -3.005 -3.210
H 1.996 -2.708 0.804
H 2.994 -4.071 2.569
H 1.595 -5.667 3.844
H -0.799 -5.889 3.303
H -1.804 -4.543 1.549
H -3.079 -4.436 0.061
H -3.081 -3.937 -1.628
H -4.341 -3.379 -0.544
H -2.650 -2.612 1.928
H -3.941 -1.684 1.171
H -2.368 -0.942 1.440
H -2.980 -1.624 -2.269
H -2.180 -0.402 -1.305
H -3.865 -0.840 -0.965